{
  "formula": "C32H47Cl3N3O3SSiTl",
  "method": "wB97M-V/def2-TZVPD",
  "gap_ev": [3.74, 2.65],
  "e_tot_ev": -105528.9305,
  "lumo_ha": [-0.140, -0.166],
  "de_lowest_kcal_mol": 125.9,
  "species": ["C", "C", "H", "H", "H", "C", "C", "H", "H", "H", "H", "Tl", "Cl", "Cl", "C", "O", "N", "C", "C", "H", "H", "H", "H", "H", "H", "H", "H", "H", "C", "C", "N", "H", "C", "O", "H", "H", "H", "H", "O", "C", "C", "C", "H", "C", "H", "C", "H", "C", "C", "H", "H", "H", "Si", "Cl", "C", "C", "C", "H", "H", "H", "H", "H", "H", "H", "H", "H", "N", "S", "C", "C", "C", "C", "C", "C", "C", "C", "C", "C", "C", "C", "H", "H", "H", "H", "H", "H", "H", "H", "H", "H", "H"],
  "coordinates": [[4.23, -0.17, -5.85], [4.53, -1.61, -6.13], [5.14, 0.33, -5.53], [3.48, -0.07, -5.07], [3.89, 0.34, -6.76], [5.62, -1.88, -6.86], [6.65, -0.91, -7.37], [5.84, -2.90, -7.18], [7.00, -0.21, -6.59], [6.29, -0.29, -8.20], [7.55, -1.42, -7.75], [0.00, -1.56, -3.60], [-1.27, 0.57, -3.01], [-1.19, -3.64, -4.63], [-1.00, -3.58, -1.13], [-0.33, -2.63, -0.70], [-0.77, -4.88, -0.83], [0.31, -5.25, 0.06], [-1.37, -5.92, -1.64], [-1.86, -3.46, -1.82], [0.29, -4.62, 0.95], [1.30, -5.17, -0.41], [0.14, -6.29, 0.34], [-2.38, -5.60, -1.93], [-1.42, -6.83, -1.03], [-0.79, -6.13, -2.56], [3.91, 3.23, -0.05], [4.56, 0.40, -1.08], [4.48, 2.73, 0.75], [5.02, 0.48, -0.09], [4.22, 1.31, 0.80], [4.21, 3.18, 1.71], [3.03, 0.83, 1.24], [2.58, -0.29, 0.96], [5.12, -0.53, 0.32], [2.51, 1.54, 1.90], [5.54, 2.88, 0.57], [6.01, 0.95, -0.18], [2.79, -2.53, -4.55], [3.45, -2.67, -5.82], [5.14, -4.58, -5.72], [3.88, -4.11, -6.11], [5.88, -3.92, -5.27], [5.46, -5.93, -5.97], [2.63, -2.42, -6.52], [2.96, -4.94, -6.74], [6.44, -6.31, -5.68], [4.54, -6.77, -6.59], [3.31, -6.25, -7.02], [2.00, -4.48, -7.02], [4.83, -7.80, -6.87], [2.60, -6.86, -7.57], [3.44, -2.86, -2.90], [4.42, -0.97, -2.82], [5.12, -3.73, -2.70], [2.32, -4.50, -3.08], [2.92, -2.94, -0.99], [5.27, -4.63, -3.31], [5.30, -4.00, -1.65], [5.89, -3.00, -2.99], [3.45, -2.23, -0.35], [3.19, -3.95, -0.59], [1.84, -2.76, -0.82], [2.74, -5.07, -3.91], [1.28, -4.28, -3.36], [2.35, -5.11, -2.18], [-0.47, -0.19, 0.54], [-0.46, 1.11, 1.36], [-2.17, 1.69, 1.06], [-2.50, 3.05, 1.21], [-3.85, 3.40, 1.19], [-4.83, 2.42, 1.05], [-4.48, 1.07, 0.85], [-3.12, 0.73, 0.79], [-0.59, 0.72, 3.11], [-1.02, -0.55, 3.46], [-1.22, -0.87, 4.81], [-0.96, 0.09, 5.80], [-0.50, 1.36, 5.44], [-0.31, 1.69, 4.09], [0.47, -0.60, 0.50], [-1.71, 3.78, 1.34], [-4.14, 4.45, 1.31], [-5.87, 2.69, 1.11], [-5.24, 0.31, 0.73], [-2.80, -0.28, 0.55], [-1.22, -1.28, 2.68], [-1.58, -1.86, 5.09], [-1.11, -0.15, 6.86], [-0.28, 2.11, 6.21], [0.03, 2.67, 3.78]],
  "mulliken_charge": [-1.8496, 0.8678, 0.3704, 0.1886, 0.4149, -0.1175, -1.4572, 0.4505, 0.3084, 0.3016, 0.3643, 0.9433, -0.4491, -0.4307, -0.4972, -0.3829, 0.2464, -0.8270, -0.8682, 0.5349, 0.2697, 0.1660, 0.3957, 0.3388, 0.3223, 0.2541, 0.3130, 0.4153, -0.9238, -0.9552, 0.1693, 0.3396, 0.2644, -0.5679, 0.2419, 0.1221, 0.2974, 0.3532, -0.3822, -0.2171, -0.0649, -0.0068, 0.9979, -1.2493, 0.5194, -0.1682, 0.3744, -0.5247, -0.6774, 0.3500, 0.3576, 0.3981, 1.0982, -0.6275, -1.6131, -0.4251, -0.3968, 0.4453, 0.4248, 0.3319, -0.0846, 0.3833, -0.0741, 0.2435, -0.0301, 0.2787, 0.1122, -0.0023, 0.3288, -0.2695, -0.5638, -0.3636, -0.6552, -0.2693, 0.6856, -0.3759, -0.5632, -0.3832, -0.5280, -0.5192, 0.0621, 0.4040, 0.3796, 0.3666, 0.3985, 0.3483, 0.3542, 0.3630, 0.3690, 0.3710, 0.3616]
}

=====

{
  "formula": "C32H48BBr47N2O4",
  "method": "wB97M-V/def2-TZVPD",
  "gap_ev": 8.40,
  "e_tot_ev": -3337794.3340,
  "lumo_ha": -0.026,
  "species": ["C", "C", "C", "C", "C", "C", "C", "C", "C", "C", "O", "C", "O", "C", "Br", "C", "C", "Br", "B", "N", "O", "N", "C", "C", "C", "O", "H", "H", "H", "H", "H", "H", "H", "H", "H", "H", "H", "H", "H", "H", "H", "H", "H", "H", "H", "H", "H", "H", "H", "H", "H", "H", "H", "H", "H", "H", "H", "H", "H", "C", "Br", "Br", "Br", "H", "C", "Br", "Br", "Br", "H", "C", "Br", "Br", "Br", "H", "C", "Br", "Br", "Br", "H", "C", "Br", "Br", "Br", "H", "C", "Br", "Br", "Br", "H", "C", "Br", "Br", "Br", "H", "C", "Br", "Br", "Br", "H", "C", "Br", "Br", "Br", "H", "C", "Br", "Br", "Br", "H", "C", "Br", "Br", "Br", "H", "C", "Br", "Br", "Br", "H", "C", "Br", "Br", "Br", "H", "C", "Br", "Br", "Br", "H", "C", "Br", "Br", "Br", "H"],
  "coordinates": [[7.27, -1.47, -0.74], [7.25, -0.88, -2.30], [5.73, -0.40, -2.74], [5.72, 0.57, -4.10], [4.31, 1.38, -4.29], [3.49, 0.96, -5.66], [2.53, -0.40, -5.45], [1.17, 0.13, -4.70], [0.31, -1.03, -3.92], [0.66, -1.16, -2.30], [1.07, 0.10, -1.67], [0.00, 1.07, -1.50], [-1.19, 1.12, -2.09], [0.33, 2.34, -0.46], [1.13, 3.78, -1.63], [1.27, 1.91, 0.82], [1.13, 3.12, 1.96], [3.22, 1.76, 0.40], [2.02, -2.14, -2.25], [2.26, -3.35, -3.12], [3.13, -1.76, -1.30], [-0.44, -1.78, -1.48], [0.00, -2.26, -0.13], [-1.29, -2.77, -2.23], [-2.94, -2.49, -2.20], [-0.89, -3.86, -2.89], [7.02, -0.59, 0.01], [8.37, -1.86, -0.54], [6.45, -2.31, -0.59], [7.93, 0.07, -2.39], [7.64, -1.76, -2.99], [5.11, -1.38, -2.96], [5.26, 0.12, -1.80], [6.69, 1.26, -4.13], [5.83, -0.18, -5.01], [4.57, 2.53, -4.24], [3.61, 1.08, -3.38], [4.25, 0.81, -6.57], [2.84, 1.91, -5.96], [2.31, -0.84, -6.51], [3.19, -1.15, -4.84], [0.46, 0.54, -5.57], [1.46, 1.06, -4.06], [0.35, -2.08, -4.48], [-0.83, -0.69, -4.02], [-0.71, 2.72, -0.05], [0.79, 0.91, 1.26], [0.40, 2.80, 2.85], [0.76, 4.13, 1.43], [2.20, 3.24, 2.44], [1.70, -4.18, -2.84], [2.21, -3.15, -4.14], [3.87, -2.45, -1.37], [0.34, -3.41, -0.11], [-0.97, -2.24, 0.57], [0.78, -1.56, 0.42], [-3.45, -2.68, -3.24], [-3.15, -1.37, -1.84], [-3.42, -3.17, -1.35], [-1.65, 4.93, 4.53], [-0.48, 6.15, 3.56], [-2.38, 3.56, 3.37], [-0.76, 4.16, 6.09], [-2.49, 5.52, 4.90], [-4.43, 4.39, 7.99], [-4.99, 2.87, 6.91], [-5.37, 6.02, 7.48], [-4.60, 4.02, 9.89], [-3.37, 4.55, 7.78], [-7.95, 3.19, 4.08], [-6.41, 4.32, 3.71], [-9.61, 4.21, 4.14], [-8.06, 1.70, 2.83], [-7.80, 2.76, 5.08], [-12.29, 1.57, 6.48], [-13.27, 2.21, 4.92], [-10.95, 0.24, 5.99], [-11.51, 3.04, 7.49], [-13.01, 1.07, 7.13], [-4.37, 3.02, -0.85], [-3.76, 4.46, 0.30], [-5.05, 1.51, 0.18], [-5.67, 3.63, -2.16], [-3.50, 2.66, -1.41], [10.93, -1.37, -4.22], [11.54, 0.07, -3.07], [10.25, -2.88, -3.19], [9.63, -0.76, -5.53], [11.80, -1.73, -4.78], [4.45, -6.33, -2.83], [3.47, -5.70, -4.38], [5.79, -7.66, -3.31], [5.22, -4.86, -1.81], [3.73, -6.83, -2.17], [-1.23, 7.13, -1.16], [0.16, 6.86, 0.18], [-2.47, 8.54, -0.63], [-0.49, 7.44, -2.93], [-1.81, 6.20, -1.21], [6.27, -4.73, -7.40], [7.66, -5.00, -6.06], [5.03, -3.32, -6.87], [7.01, -4.42, -9.17], [5.69, -5.66, -7.45], [-0.25, -7.14, -2.02], [1.46, -7.93, -1.53], [-0.96, -7.92, -3.65], [-1.53, -7.23, -0.56], [-0.07, -6.08, -2.22], [-2.95, 2.59, 13.72], [-1.42, 3.72, 13.35], [-4.61, 3.61, 13.78], [-3.07, 1.10, 12.47], [-2.80, 2.16, 14.71], [10.25, 3.93, -1.22], [11.96, 3.14, -0.73], [9.54, 3.16, -2.85], [8.97, 3.84, 0.25], [10.43, 4.99, -1.42], [-3.45, -3.92, 1.94], [-4.01, -5.44, 0.86], [-4.39, -2.29, 1.44], [-3.61, -4.29, 3.85], [-2.39, -3.76, 1.74], [-12.22, 0.05, 9.97], [-11.77, -1.72, 9.30], [-14.14, 0.36, 9.97], [-11.43, 0.39, 11.71], [-11.78, 0.78, 9.27], [-7.22, -3.15, -2.45], [-8.21, -2.52, -4.00], [-5.89, -4.48, -2.93], [-6.45, -1.69, -1.43], [-7.95, -3.65, -1.79]],
  "mulliken_charge": [-0.8393, 0.2277, 0.4537, -0.4230, 0.3113, -1.0188, 0.4313, -0.5528, -0.5884, 0.4478, -0.0702, 0.0405, -0.6694, -0.1893, -0.0426, -0.0032, -0.3642, -0.0774, 0.4892, 0.3017, -0.9232, 0.5535, -0.4182, 0.0066, -0.3852, -0.5808, 0.2507, 0.2609, 0.1592, 0.0001, -0.0415, -0.3292, -0.1290, 0.1368, 0.1187, 0.4049, -0.3336, 0.3028, 0.3005, 0.3447, -0.3981, 0.2452, -0.0050, 0.3805, 0.4519, 0.3225, 0.2963, 0.0638, -0.0254, 0.3003, -0.0365, 0.2077, -0.1065, 0.2398, 0.0097, 0.1481, 0.2955, 0.1058, 0.0572, -0.3686, -0.0138, 0.0574, -0.0528, 0.3917, -0.0982, -0.0088, -0.0373, 0.0253, 0.1164, -0.2802, 0.0170, -0.0132, 0.0091, 0.2709, -0.1682, -0.0434, 0.0350, -0.0185, 0.2032, -0.0217, -0.0248, 0.1117, -0.0243, -0.0043, -0.3345, 0.0062, -0.0436, -0.0191, 0.3707, 0.1995, 0.0363, -0.0485, 0.0052, -0.2063, 0.0050, -0.0073, -0.0496, -0.0335, 0.0358, -0.3415, 0.0128, 0.0558, -0.0520, 0.3172, 0.5627, -0.0280, -0.0149, 0.0062, -0.5296, -0.3356, -0.0019, -0.0293, -0.0008, 0.3512, -0.3027, -0.0483, -0.0108, -0.0109, 0.3409, -0.1795, -0.0413, 0.1024, -0.0393, 0.1766, 0.1316, 0.0032, -0.0200, -0.0314, -0.0989, -0.3408, -0.0337, -0.0321, 0.0201, 0.3507]
}

=====

{
  "formula": "C32H48BBrFN3O10S",
  "method": "wB97M-V/def2-TZVPD",
  "smiles": "CCCNc1c(COC)cc2c(c1C[C@@H](C)Br)Sc1c(cc(B(O)OC)c(CCC(N)=O)c1F)N2.CCOC(=O)OC.CCOC(=O)OC",
  "gap_ev": 8.01,
  "e_tot_ev": -143182.7959,
  "lumo_ha": 0.009,
  "species": ["C", "C", "C", "N", "C", "C", "C", "O", "C", "C", "C", "C", "C", "C", "C", "C", "Br", "S", "C", "C", "C", "C", "B", "O", "O", "C", "C", "C", "C", "C", "N", "O", "C", "F", "N", "H", "H", "H", "H", "H", "H", "H", "H", "H", "H", "H", "H", "H", "H", "H", "H", "H", "H", "H", "H", "H", "H", "H", "H", "H", "H", "H", "H", "H", "H", "H", "H", "C", "C", "O", "C", "O", "O", "C", "H", "H", "H", "H", "H", "H", "H", "H", "C", "C", "O", "C", "O", "O", "C", "H", "H", "H", "H", "H", "H", "H", "H"],
  "coordinates": [[-2.55, -1.79, 4.14], [-1.55, -2.55, 5.01], [-0.35, -3.09, 4.21], [0.90, -2.32, 4.34], [1.03, -1.24, 3.42], [0.72, 0.08, 3.78], [0.23, 0.43, 5.18], [0.44, 1.79, 5.51], [-0.68, 2.62, 5.30], [0.85, 1.09, 2.85], [1.28, 0.83, 1.56], [1.60, -0.47, 1.21], [1.50, -1.52, 2.14], [1.98, -2.90, 1.75], [0.94, -3.85, 1.10], [1.40, -4.36, -0.26], [0.72, -5.46, 2.22], [2.20, -0.74, -0.44], [1.13, 0.39, -1.25], [0.85, 1.61, -0.65], [0.05, 2.53, -1.32], [-0.52, 2.23, -2.56], [-1.45, 3.32, -3.20], [-0.94, 4.57, -3.46], [-2.76, 3.07, -3.50], [-3.51, 2.21, -2.64], [-0.27, 0.99, -3.16], [-0.84, 0.59, -4.49], [0.13, 0.79, -5.67], [0.86, 2.10, -5.57], [0.11, 3.21, -6.06], [1.95, 2.21, -5.08], [0.57, 0.11, -2.48], [0.86, -1.07, -3.06], [1.41, 1.88, 0.62], [-3.08, -2.47, 3.48], [-2.08, -0.99, 3.56], [-3.32, -1.34, 4.78], [-2.07, -3.40, 5.45], [-1.22, -1.93, 5.84], [-0.63, -3.11, 3.15], [-0.16, -4.13, 4.48], [0.87, -1.93, 5.27], [-0.84, 0.20, 5.26], [0.74, -0.16, 5.94], [-1.28, 2.71, 6.21], [-0.32, 3.61, 5.02], [-1.31, 2.25, 4.48], [0.64, 2.12, 3.13], [2.41, -3.37, 2.63], [2.79, -2.77, 1.03], [-0.04, -3.38, 1.02], [2.28, -4.99, -0.11], [1.70, -3.52, -0.88], [0.64, -4.97, -0.74], [-0.14, 3.49, -0.86], [-1.45, 5.30, -3.09], [-3.26, 2.37, -1.59], [-3.35, 1.16, -2.90], [-4.56, 2.44, -2.78], [-1.09, -0.47, -4.45], [-1.77, 1.12, -4.67], [0.85, -0.03, -5.75], [-0.47, 0.80, -6.58], [0.40, 3.45, -7.00], [0.26, 4.02, -5.46], [0.95, 2.70, 1.00], [0.19, -3.53, 11.89], [-0.74, -4.21, 10.92], [-0.50, -3.80, 9.56], [0.54, -4.39, 8.96], [1.24, -5.24, 9.44], [0.65, -3.88, 7.74], [1.74, -4.40, 6.97], [0.13, -2.45, 11.78], [-0.08, -3.79, 12.91], [1.22, -3.84, 11.72], [-1.78, -3.94, 11.11], [-0.66, -5.30, 10.98], [1.73, -5.48, 6.94], [2.69, -4.05, 7.38], [1.62, -4.00, 5.97], [-1.20, 3.03, -12.97], [-1.45, 4.27, -12.14], [-0.89, 4.16, -10.82], [0.42, 4.39, -10.74], [1.15, 4.71, -11.65], [0.79, 4.22, -9.47], [2.19, 4.40, -9.24], [-1.56, 2.14, -12.44], [-1.72, 3.10, -13.92], [-0.14, 2.90, -13.16], [-2.52, 4.41, -11.97], [-1.06, 5.16, -12.63], [2.54, 5.36, -9.63], [2.76, 3.59, -9.69], [2.33, 4.38, -8.16]],
  "mulliken_charge": [-1.5318, -0.5168, -0.2037, -0.0589, -0.4389, 0.5135, -0.5949, -0.4729, -0.7990, -0.3879, -0.1357, 0.8897, 0.1801, -2.1637, 0.1081, -1.5033, -0.1640, -0.4658, 0.5334, 0.4067, -1.2134, 0.6106, 1.2153, -0.7201, -0.4989, -0.6382, -0.3587, -1.7123, -0.7056, 0.5280, -0.4001, -0.5913, 1.0161, -0.4368, -0.3555, 0.4189, 0.2630, 0.4055, 0.4725, 0.3018, -0.0264, 0.2329, 0.2673, 0.3313, 0.2865, 0.3087, 0.2731, 0.3621, 0.4918, 0.5362, 0.8689, 0.5401, 0.4213, 0.2917, 0.4079, 0.3074, 0.2905, 0.2757, 0.2448, 0.2687, 0.5032, 0.2798, 0.3935, 0.4369, 0.1189, 0.2180, 0.2687, -1.1100, -0.1952, -0.3545, 0.6661, -0.5705, -0.2087, -0.3101, 0.2874, 0.3641, 0.3155, 0.2933, 0.3227, 0.3292, 0.2935, -0.0881, -1.0927, -0.1894, -0.3502, 0.6967, -0.5579, -0.2651, -0.7496, 0.2919, 0.3539, 0.3122, 0.2894, 0.3187, 0.3222, 0.3223, 0.2687]
}